(1)
Below is a cluster of 2 separate species, C4H12O2 in total, with properties calculated with ωB97M-V/def2-TZVPD.

Last column: natural (NBO) charge in e.
CARTESIAN COORDINATES (ANGSTROEM)
C1 2.657 -1.042 -0.639  -0.648
C2 1.835 0.211 -0.401  -0.066
O1 2.402 1.318 -1.134  -0.731
H1 2.681 -1.751 0.187  0.215
H2 2.089 -1.636 -1.359  0.208
H3 3.616 -0.811 -1.089  0.234
H4 1.828 0.438 0.669  0.157
H5 0.814 0.172 -0.779  0.164
H6 2.318 2.093 -0.572  0.468
C3 -1.801 -0.279 1.330  -0.635
C4 -2.220 0.313 -0.005  -0.061
O2 -3.560 0.248 -0.423  -0.711
H7 -2.131 -1.313 1.423  0.211
H8 -0.717 -0.182 1.281  0.212
H9 -2.232 0.229 2.189  0.201
H10 -1.602 -0.101 -0.803  0.171
H11 -1.865 1.327 -0.053  0.148
H12 -4.110 0.765 0.178  0.463

HOMO energy (eV): -10.4
Orbital gap (hartree): 0.410
SMILES string: CCO.CCO
Net charge: 0

(2)
Below is a cluster of 2 separate species, C11H17N2 in total, with properties calculated with ωB97M-V/def2-TZVPD.

Last column: natural (NBO) charge in e.
CARTESIAN COORDINATES (ANGSTROEM)
C1 4.004 -0.698 1.476  -0.178
C2 2.762 -0.216 1.822  -0.222
C3 4.351 -0.857 0.112  -0.191
C4 2.006 0.467 0.854  -0.181
C5 3.648 -0.200 -0.853  -0.182
C6 2.428 0.339 -0.519  -0.152
C7 -4.007 -0.556 0.650  -0.443
C8 1.720 1.031 -1.557  0.190
C9 -2.111 0.400 -0.572  0.264
C10 -2.887 0.436 -1.887  -0.726
C11 -1.752 -0.535 1.599  -0.425
N1 -2.597 -0.144 0.474  -0.251
N2 0.469 1.128 -1.540  -0.695
H1 4.810 -1.036 2.147  0.235
H2 2.569 -0.042 2.954  0.229
H3 5.308 -1.342 -0.156  0.227
H4 1.204 1.169 1.108  0.221
H5 4.030 -0.377 -1.904  0.232
H6 -4.596 -0.049 1.362  0.248
H7 -4.647 -0.531 -0.264  0.239
H8 2.330 1.351 -2.401  0.178
H9 -1.039 0.602 -0.680  0.288
H10 -2.208 0.631 -2.695  0.260
H11 -3.678 1.317 -2.091  0.282
H12 -3.630 -0.386 -1.938  0.257
H13 -1.420 -1.489 1.428  0.227
H14 -0.808 0.074 1.802  0.252
H15 -2.385 -0.551 2.516  0.231
H16 -3.948 -1.594 1.053  0.235
H17 0.073 1.658 -2.301  0.352

HOMO energy (eV): -11.9
Orbital gap (hartree): 0.304
Net charge: +1

(3)
Below is a cluster of 2 separate species, C4H12 in total, with properties calculated with ωB97M-V/def2-TZVPD.

Last column: natural (NBO) charge in e.
CARTESIAN COORDINATES (ANGSTROEM)
C1 0.805 1.170 -1.376  -0.588
C2 1.738 -0.113 -1.195  -0.601
H1 1.402 2.146 -1.267  0.206
H2 0.326 1.058 -2.270  0.199
H3 0.073 1.072 -0.621  0.184
H4 2.854 0.197 -1.061  0.199
H5 1.566 -0.736 -2.015  0.205
H6 1.531 -0.506 -0.257  0.198
C3 -1.723 0.080 0.906  -0.630
C4 -0.877 -1.085 1.558  -0.612
H7 -2.689 -0.292 0.642  0.213
H8 -2.126 0.606 1.776  0.213
H9 -1.094 0.582 0.178  0.207
H10 -1.229 -2.098 1.185  0.205
H11 -0.770 -1.045 2.620  0.206
H12 0.212 -1.037 1.197  0.194

HOMO energy (eV): -11.3
Orbital gap (hartree): 0.461
SMILES string: CC.CC
Net charge: 0

(4)
Below is the molecule C3H2N4O, with properties calculated with ωB97M-V/def2-TZVPD.

Last column: natural (NBO) charge in e.
CARTESIAN COORDINATES (ANGSTROEM)
N1 -0.664 1.096 -2.769  -0.323
C1 -0.316 1.271 -1.522  0.255
C2 -0.091 0.933 -0.127  -0.182
N2 -0.382 1.479 1.211  -0.151
N3 -0.044 0.529 2.070  -0.022
N4 0.326 -0.570 1.323  -0.388
C3 0.165 -0.415 -0.004  0.480
O1 0.335 -1.558 -0.609  -0.599
H1 0.197 -1.432 1.912  0.429
H2 0.473 -1.333 -1.486  0.501

HOMO energy (eV): -9.9
Orbital gap (hartree): 0.371
SMILES string: N#Cc1nn[nH]c1O
Net charge: 0